13
Properties=species:S:1:pos:R:3:forces:R:3 method="wB97M-V/def2-TZVPD" multiplicity=1 total_charge=0 orbital_gap_ha="0.196 / 0.222" e_above_lowest_kj_mol=90.9 e_lumo_ev="-3.5559 / -3.3065"
C 0.21892 2.35849 -0.30696 0.7 -2.0 -0.1
C -0.58565 -0.84524 0.21905 -0.1 -0.9 -2.4
C 0.58371 -1.53095 0.78638 1.4 -1.4 1.6
N -1.07066 2.34869 -0.67818 -0.6 2.3 -1.3
N 0.61154 1.18672 0.09327 1.5 0.9 0.8
N -1.48016 1.19057 -0.58747 -2.2 -1.6 0.8
N -0.47877 0.46406 -0.02852 -0.6 0.6 -0.4
F 1.01213 3.32478 -0.55385 0.4 1.0 0.4
Cl 0.11313 -1.52200 -2.56744 -0.5 0.3 1.1
Cl -2.03817 -1.61431 0.13101 -0.5 0.4 0.2
Cl 0.75395 -0.85927 2.43950 -0.2 0.5 0.5
Cl 2.05770 -1.22065 -0.05576 0.6 -0.6 -0.2
Cl 0.30235 -3.28089 1.10897 0.2 0.5 -0.8

---

22
Properties=species:S:1:pos:R:3:forces:R:3 method="wB97M-V/def2-TZVPD" multiplicity=2 total_charge=-1 s2=0.750 orbital_gap_ha="0.094 / 0.317" e_above_lowest_kj_mol=26.3 e_lumo_ev="4.0746 / 3.9569"
C -0.55337 0.90871 2.13684 0.9 -0.1 -1.1
N -0.39160 -0.02321 1.03960 -0.3 -1.5 -0.4
C 0.27880 0.33677 -0.20721 -0.3 0.5 1.2
C 0.86951 -0.87394 -0.90651 -0.1 1.5 -0.6
C -0.22175 -1.83549 -1.31970 1.0 -1.5 0.3
C 1.68398 -0.39290 -2.12490 -0.9 -0.9 0.2
C -1.73917 1.81436 1.86707 0.0 -0.1 0.9
H -0.65956 0.29331 3.03070 -0.3 0.2 0.2
H 0.37988 1.47912 2.24891 -0.1 0.3 0.3
H 0.02542 -0.90109 1.33590 -0.1 0.2 0.4
H 1.07288 1.04201 0.06296 0.2 0.3 -0.5
H -0.45886 0.81011 -0.86222 0.2 0.3 -0.2
H 1.63174 -1.31165 -0.25640 -0.4 -0.4 0.3
H -0.94322 -1.46426 -2.04223 0.0 0.4 0.1
H -0.71979 -2.28340 -0.45604 -0.3 0.3 0.0
H 0.29662 -2.69463 -1.76869 -0.2 -0.1 -0.3
H 2.06274 -1.31069 -2.58921 0.5 0.3 -0.1
H 1.03751 0.05702 -2.88543 0.1 0.3 0.1
H 2.46545 0.28149 -1.78041 0.2 0.0 -0.3
H -1.56068 2.47545 1.02173 -0.1 -0.1 -0.2
H -2.59772 1.16294 1.70677 -0.1 0.2 -0.3
H -1.95879 2.42996 2.74847 0.0 0.1 -0.1

---

15
Properties=species:S:1:pos:R:3:forces:R:3 method="wB97M-V/def2-TZVPD" multiplicity=1 total_charge=0 orbital_gap_ha=0.365 e_above_lowest_kj_mol=855.1 e_lumo_ev=0.0969
C -1.46808 -0.47918 -1.08379 3.5 -1.5 -2.3
C -0.21043 1.50320 -0.06528 -0.6 -0.3 -1.2
C 2.33067 -0.85876 0.05907 2.8 -0.2 5.4
H -1.73190 -1.44133 1.93447 -0.3 -3.7 1.6
H -1.30268 -1.02652 -2.28492 -0.9 1.8 3.8
H -2.23982 1.44878 -0.93539 5.0 -1.6 0.1
H 1.19298 1.18731 1.38737 0.6 -1.1 -4.6
H 2.88863 -1.69197 -0.20352 0.2 -1.7 -1.5
H 2.73338 -0.58590 1.18783 -1.2 0.2 -2.5
N -1.48345 -1.39082 -0.21132 -1.6 -0.1 3.3
N -1.09616 0.87986 -0.94287 -6.6 1.5 -0.8
N 1.11384 0.93613 -0.06715 -1.7 3.2 6.2
N 1.45005 -0.25914 -0.53878 -1.5 1.0 -1.5
O -1.64110 -0.78057 1.32480 1.2 3.6 -6.0
O -0.53594 2.55889 0.43947 1.2 -1.1 0.1

---

20
Properties=species:S:1:pos:R:3:forces:R:3 method="wB97M-V/def2-TZVPD" multiplicity=1 total_charge=0 smiles="Cc1cc(C)n2c(=S)[nH]nc2n1" orbital_gap_ha=0.293 e_above_lowest_kj_mol=59.8 e_lumo_ev=-0.0981
C -2.01326 -1.63198 1.93442 1.0 -0.5 -1.5
C -0.87231 -1.01317 1.09125 -3.9 0.5 0.0
C -1.13562 -0.54365 -0.24804 -1.0 -1.3 -0.8
C -0.26089 0.29568 -0.84457 -2.1 -1.6 -4.2
C -0.40920 0.60429 -2.39022 -1.4 0.1 0.3
N 0.84961 0.62466 -0.19764 0.9 -0.5 2.1
C 1.94187 1.30697 -0.55224 3.0 0.9 1.3
S 2.43354 2.15319 -1.87189 -0.2 0.3 -0.4
N 2.77642 1.12754 0.56508 -0.8 0.2 -1.0
N 2.23180 0.36118 1.58275 1.2 1.3 -0.7
C 1.11337 0.06310 1.07724 -2.9 -1.5 0.8
N 0.14803 -0.69258 1.72640 3.6 0.9 1.1
H -1.63557 -2.53945 2.35591 0.2 -1.0 -0.1
H -2.20136 -1.08710 2.84041 -0.4 0.9 -0.1
H -2.87727 -1.84373 1.29890 -0.1 0.2 0.5
H -1.98260 -1.05558 -0.81126 1.2 1.2 0.7
H 0.54627 0.61067 -2.99031 -1.1 0.1 1.0
H -1.17274 -0.12303 -2.83906 1.3 0.7 0.8
H -0.96955 1.57673 -2.48539 1.0 -0.6 0.0
H 3.48948 1.80627 0.75825 0.4 -0.2 0.0

---

54
Properties=species:S:1:pos:R:3:forces:R:3 method="wB97M-V/def2-TZVPD" multiplicity=1 total_charge=+2 orbital_gap_ha=0.169 e_lumo_ev=-9.1082
Lu -0.00528 0.09157 0.33725 0.1 0.3 1.2
P -2.57718 0.40816 -0.54215 -0.8 0.8 -0.7
C -2.26897 1.23824 -2.16286 -1.5 1.2 0.4
C -0.87170 1.57259 -2.54949 0.9 0.3 -0.4
N 0.18253 1.31455 -1.73356 -1.6 -1.0 1.0
C 1.42597 1.49040 -2.16442 1.2 0.2 0.0
C 1.66796 2.04943 -3.39103 -0.1 0.4 -1.3
C 0.62618 2.39951 -4.25992 -0.2 -0.6 1.3
C -0.65744 2.11722 -3.81005 -0.1 0.1 -0.4
C 2.61049 1.07738 -1.29229 -0.7 -0.8 -0.5
P 2.48588 -0.61056 -0.46199 1.5 0.4 -0.4
H -1.51075 2.27427 -4.46081 0.0 0.1 0.1
H 2.67661 2.18329 -3.71892 0.5 0.1 0.0
H 0.79779 2.82277 -5.23486 0.1 0.1 -0.1
H 3.49299 0.97991 -1.92563 0.1 0.4 0.1
H 2.78664 1.80228 -0.51407 0.1 0.4 0.3
H -2.69997 0.60339 -2.91160 -0.1 -0.5 -0.7
H -2.94200 2.17114 -2.20492 1.1 -1.2 0.1
H -2.11286 -4.10900 -4.07115 0.0 -0.5 -0.1
O -1.19419 -3.95447 -4.31912 -0.4 -1.6 0.7
H -1.21550 -3.04165 -4.47863 0.3 2.1 -0.6
H 0.15458 -4.90344 0.18118 0.9 2.3 -0.6
O 0.21568 -3.07577 0.25769 0.2 -3.2 -0.3
H -0.19162 -4.05315 0.49530 -1.0 1.4 0.9
C 3.08272 -1.75164 -1.75587 -0.5 -0.2 -0.2
H 3.91107 -1.29565 -2.32294 -0.3 -0.2 0.3
H 3.41834 -2.68760 -1.28027 -0.1 0.4 -0.2
H 2.24402 -1.98332 -2.43099 0.4 0.0 0.1
C 3.95385 -0.48893 0.63344 -0.3 0.0 0.4
H 4.00362 -1.40448 1.23672 0.1 0.2 -0.1
H 4.87896 -0.38726 0.04079 -0.4 0.0 0.2
H 3.84137 0.37246 1.31164 0.1 -0.3 -0.2
C -3.36044 1.79695 0.32999 0.2 -0.4 1.6
H -4.44167 1.76642 0.20058 0.0 0.0 -0.1
H -3.13879 1.69326 1.41374 -0.3 0.2 -0.5
H -2.97109 2.74523 -0.00353 0.2 0.3 -0.1
C -3.99426 -0.69817 -0.83097 0.0 -0.3 -0.7
H -4.16706 -1.25804 0.07759 -0.1 -0.2 0.2
H -4.91956 -0.14705 -1.08590 0.6 -0.1 0.1
H -3.77222 -1.41190 -1.64217 -0.1 0.2 0.4
Br -1.05290 3.82487 2.90664 0.1 0.0 0.3
C -0.46934 2.79553 4.39986 0.8 -0.6 0.3
C -0.57512 3.28476 5.70389 0.0 -0.2 -0.6
C -0.18059 2.50503 6.78660 0.1 -0.3 -0.3
C 0.28802 1.21189 6.56644 0.1 -0.3 -0.2
C 0.39926 0.70760 5.26360 0.4 -0.1 -0.3
C 0.10524 1.52556 4.16150 -0.8 0.4 0.7
C 0.13416 1.01909 2.75818 -0.8 0.1 0.0
O -0.91695 0.33483 2.37326 2.3 0.5 -0.8
O 1.09239 1.31277 1.94062 -1.7 -1.3 -0.1
H -0.95356 4.27711 5.85921 -0.2 0.3 0.0
H -0.24603 2.89535 7.80134 0.0 -0.1 -0.3
H 0.59228 0.58949 7.41052 -0.2 0.2 -0.3
H 0.75083 -0.32754 5.07336 -0.2 0.8 0.3

---

110
Properties=species:S:1:pos:R:3:forces:R:3 method="wB97M-V/def2-TZVPD" multiplicity=1 total_charge=-1 orbital_gap_ha=0.205 e_above_lowest_kj_mol=25.4 e_lumo_ev=1.5902
Y 0.04954 -0.24217 0.15557 0.1 0.4 0.9
C 3.63220 -2.95067 0.48224 0.1 -0.1 0.0
C 2.21502 -3.10105 -0.05866 -0.1 0.0 0.0
C 1.52567 -4.33145 0.53297 0.1 0.0 0.0
C 2.10681 -3.11955 -1.56585 0.1 -0.1 0.0
C 3.11618 -3.71118 -2.31710 0.0 0.0 0.0
C 3.02382 -3.80544 -3.69530 0.0 0.0 0.0
C 1.91542 -3.27824 -4.33136 0.0 0.1 0.0
C 0.89163 -2.65571 -3.62071 0.0 0.0 -0.1
C -0.26426 -2.06347 -4.40773 0.0 0.0 0.0
C 0.22651 -1.16821 -5.55272 0.0 0.0 -0.1
C -1.17967 -3.14966 -4.98156 0.0 0.0 -0.1
C 0.97506 -2.59448 -2.21687 0.0 0.0 0.1
N -0.03748 -1.93843 -1.45303 0.0 -0.1 -0.1
C -1.25208 -2.55314 -1.50155 -0.1 -0.1 0.0
O -1.51810 -3.63160 -2.01108 0.0 0.0 0.0
C -2.39673 -1.73651 -0.93147 -0.1 -0.1 -0.2
C -3.71426 -2.17903 -0.92072 0.0 0.1 -0.1
C -4.68514 -1.29137 -0.49900 -0.1 0.0 0.0
C -4.35061 0.01804 -0.14933 0.0 0.0 -0.1
C -3.02505 0.38395 -0.21130 0.0 0.0 0.0
N -2.09156 -0.50354 -0.56563 -0.3 0.0 -0.2
C -2.52689 1.81151 -0.10453 0.0 -0.1 -0.1
O -3.36173 2.71407 -0.03543 0.0 -0.1 0.0
N -1.18826 1.91656 -0.21620 -0.2 0.0 0.1
C -0.72361 3.25541 -0.44234 0.0 -0.1 0.0
C -0.27321 3.58451 -1.73917 0.0 0.0 0.1
C 0.31709 4.82259 -1.97137 0.0 0.0 0.0
C 0.42201 5.77004 -0.96999 0.0 0.0 0.0
C -0.13484 5.49142 0.26102 0.0 -0.1 0.1
C -0.73203 4.26149 0.54183 0.0 0.1 0.0
C -1.46615 4.14592 1.86552 0.0 0.0 0.0
C -0.59896 4.55043 3.05822 0.0 0.1 0.0
C -2.72900 5.01546 1.83548 0.0 0.1 0.1
C -0.43808 2.68563 -2.95491 0.1 0.1 -0.1
C -1.85257 2.15922 -3.21108 0.0 0.0 0.0
C 0.56880 1.54810 -2.97109 -0.1 -0.1 0.1
H 3.57877 -2.75323 1.55558 0.0 0.0 0.0
H 4.17804 -2.13409 0.00007 0.0 0.0 0.0
H 4.21494 -3.86659 0.35202 0.0 0.0 0.0
H 1.65049 -2.24687 0.32960 0.1 -0.1 -0.1
H 2.03639 -5.23642 0.18763 0.0 0.0 0.0
H 0.47559 -4.37493 0.24323 0.0 0.0 0.0
H 1.55752 -4.29208 1.62314 0.0 0.0 0.0
H 3.98303 -4.11748 -1.81076 0.0 0.0 0.0
H 3.80756 -4.28808 -4.26737 0.0 0.0 0.0
H 1.83823 -3.34550 -5.41063 0.0 0.0 0.0
H -0.84889 -1.44443 -3.72308 0.0 0.0 0.0
H 0.61377 -1.76751 -6.38048 0.0 0.0 0.0
H 1.02713 -0.49458 -5.24360 0.0 0.0 0.0
H -0.59858 -0.56985 -5.94834 0.0 0.0 0.0
H -0.62986 -3.75415 -5.70993 0.0 0.0 0.0
H -2.02338 -2.69207 -5.50679 0.0 0.0 0.0
H -1.55875 -3.80119 -4.19785 0.0 0.0 0.0
H -3.93199 -3.19370 -1.21879 0.0 0.0 0.0
H -5.71862 -1.61141 -0.45602 0.0 0.0 0.0
H -5.08703 0.76347 0.11562 0.0 0.0 0.0
H 0.67000 5.05118 -2.97186 0.0 0.0 0.0
H 0.88375 6.73116 -1.16333 0.0 0.0 0.0
H -0.13534 6.25709 1.02736 0.0 0.0 0.0
H -1.78808 3.11468 1.98940 0.0 -0.1 0.0
H -0.38906 5.62242 3.03786 0.0 0.0 0.0
H 0.35773 4.02763 3.07418 0.0 0.0 0.0
H -1.11768 4.34560 3.99728 0.0 0.0 0.0
H -2.45986 6.07161 1.73977 0.0 0.0 0.0
H -3.28757 4.90300 2.76975 0.0 0.0 0.0
H -3.37084 4.73112 1.00491 0.0 0.0 0.0
H -0.19136 3.33169 -3.80305 0.0 0.0 0.0
H -2.05928 1.26278 -2.62772 0.0 0.0 0.0
H -1.95496 1.88823 -4.26571 0.0 0.0 0.0
H -2.61119 2.90454 -2.96806 0.0 0.0 0.0
H 0.30372 0.83879 -2.18567 0.0 -0.1 0.0
H 1.58433 1.90426 -2.79912 0.0 0.0 0.0
H 0.52920 0.99090 -3.90665 0.0 0.0 0.0
S 0.35187 -1.63687 2.51349 0.3 0.0 -0.3
C -0.82120 -2.42523 3.55522 0.0 0.1 0.0
C -0.65516 -2.21933 4.91987 0.0 0.0 0.0
C -1.51672 -2.76694 5.86792 0.0 0.0 -0.1
C -1.29501 -2.50492 7.25294 -0.1 0.0 0.2
N -1.11276 -2.26468 8.36609 0.0 0.0 -0.1
C -2.58710 -3.55772 5.40768 0.0 0.1 -0.1
C -2.75444 -3.76958 4.05184 0.0 0.0 0.0
C -1.89154 -3.22930 3.07051 0.0 0.0 0.1
S -2.16507 -3.53467 1.41264 0.0 0.0 0.1
C -3.52880 -4.12799 6.32853 0.0 0.0 0.1
N -4.28698 -4.57660 7.06909 0.0 0.0 -0.1
H 0.17901 -1.61321 5.25118 0.0 0.0 0.0
H -3.58043 -4.37915 3.71238 0.0 0.0 0.0
N 2.86382 1.88718 1.70934 0.0 0.0 -0.1
C 1.77823 1.68448 2.56373 0.0 0.0 0.1
C 2.00327 1.92641 3.92750 0.0 0.0 -0.1
C 0.93694 1.85155 4.78590 -0.1 0.0 0.1
C -0.32235 1.54056 4.28080 -0.1 -0.2 0.2
C -0.42312 1.22326 2.95156 0.2 0.1 -0.1
N 0.60896 1.30925 2.08982 0.1 0.2 -0.1
C 3.18165 1.42407 0.45554 0.0 0.0 0.0
C 4.40226 1.87398 -0.08326 0.0 0.0 0.0
C 4.84156 1.36379 -1.27639 0.0 0.0 0.0
C 4.06445 0.41934 -1.94421 0.0 0.0 0.0
C 2.86408 0.07681 -1.37924 0.0 0.0 0.0
N 2.40656 0.56147 -0.20315 -0.1 -0.1 0.0
H 3.60750 2.40801 2.13803 0.0 0.0 0.0
H 3.00105 2.14981 4.28269 0.0 0.0 0.0
H 1.07524 2.02988 5.84469 0.0 0.0 0.0
H -1.19062 1.47396 4.92069 0.0 0.0 0.0
H -1.36292 0.87689 2.53897 0.0 0.1 0.0
H 4.98205 2.61117 0.45697 0.0 0.0 0.0
H 5.78609 1.69509 -1.68872 0.0 0.0 0.0
H 4.36608 -0.03184 -2.87835 0.0 0.0 0.0
H 2.22019 -0.63438 -1.88068 0.0 0.0 0.0

---

16
Properties=species:S:1:pos:R:3:forces:R:3 method="wB97M-V/def2-TZVPD" multiplicity=1 total_charge=0 orbital_gap_ha=0.280 e_above_lowest_kj_mol=533.8 e_lumo_ev=0.6837
C -0.00955 0.18669 1.00284 -1.8 0.0 -0.4
C -0.34018 0.14689 -0.34093 -0.3 0.6 -0.7
C 1.36818 -0.00001 0.84684 0.2 -0.1 -1.5
C -2.87667 0.22733 0.09885 -0.5 -1.6 1.4
C 3.52515 -0.72262 -0.22861 1.5 1.7 0.4
C -1.73260 0.51851 -0.87097 -0.1 -0.6 0.4
N 2.41662 -0.07112 0.31059 -2.1 0.3 1.8
H -0.76403 0.30449 1.85896 2.0 -0.1 -0.6
H -3.50449 1.05086 0.49539 0.9 -0.1 -0.1
H -2.31608 -0.32384 0.91594 -1.4 0.7 -0.3
H -3.66071 -0.50083 -0.22169 0.8 0.4 -0.3
H 3.91422 -1.31198 0.56345 0.6 -1.0 0.4
H 4.26558 0.08529 -0.40465 -0.1 -0.7 -0.3
H 3.34808 -1.27415 -1.12903 -0.5 -0.3 -0.4
H -1.68356 1.58431 -1.03011 0.3 0.6 -0.2
H -1.94998 0.10017 -1.86684 0.4 0.0 0.3

---

81
Properties=species:S:1:pos:R:3:forces:R:3 method="wB97M-V/def2-TZVPD" multiplicity=3 total_charge=-2 s2=2.009 orbital_gap_ha="0.054 / 0.148" e_lumo_ev="4.4765 / 4.3643"
W -0.67917 1.14116 -0.01231 2.8 -4.8 0.9
Cl -1.92968 -0.48549 -1.08662 -0.7 -1.2 -1.6
C 1.58236 4.11717 -1.69461 -0.6 1.6 0.9
C 0.03509 2.60176 -1.14796 0.2 -0.4 2.9
N 1.10103 2.85739 -1.95522 0.3 -0.1 -1.3
H 0.89996 5.70534 -0.35342 -0.2 -0.2 0.2
N -0.14590 3.76661 -0.37908 0.1 1.0 -1.0
H 2.42389 4.59665 -2.14615 0.2 -0.2 -0.4
C 1.76868 1.84989 -2.83035 -0.1 0.3 0.6
C 2.07203 2.51345 -4.17296 -0.1 -0.1 -0.4
C 3.02998 1.32241 -2.14844 0.5 -0.3 0.2
H 2.81384 3.31700 -4.09093 -0.2 0.0 0.1
H 2.46896 1.80003 -4.90730 0.0 -0.1 0.3
H 1.13808 2.90232 -4.59393 0.2 0.1 0.1
H 1.35810 -0.05834 -3.68606 -0.2 0.2 0.1
H -0.13694 0.86733 -3.36959 0.2 0.0 0.2
H 2.76804 0.94742 -1.14925 0.1 0.2 -0.2
C 0.86381 0.63934 -2.98497 0.0 -0.5 -0.4
H 3.84771 2.05146 -2.06585 -0.3 0.1 0.1
H 3.42799 0.46738 -2.71487 -0.1 0.2 0.0
H 0.79472 0.10401 -2.02051 -0.2 0.3 -0.4
C 0.78267 4.70532 -0.74720 1.3 -0.4 -0.7
C -0.28369 3.96608 2.06834 -0.1 0.8 0.6
H 0.00711 4.99996 2.27350 0.0 -0.1 0.2
H -0.99805 3.57279 2.81910 0.6 0.7 0.2
C -1.04474 3.82786 0.76603 -0.9 -0.6 -0.4
H -2.40658 2.45186 1.79598 -0.3 0.4 1.1
C -2.27558 4.62727 0.40797 -0.1 1.1 0.3
H -2.68965 4.22617 -0.54906 0.5 0.6 0.6
H 0.59775 3.29626 2.08217 -0.4 0.5 -0.2
H -0.69110 1.75822 1.60338 1.1 -0.7 0.4
H -2.03442 5.69785 0.36351 -0.5 0.0 -0.2
H -3.04146 4.40391 1.16660 0.1 0.6 -0.1
C -1.68659 2.48904 1.00875 -1.3 0.1 -2.6
H -2.26174 2.09535 0.09290 -1.7 1.2 0.4
C -0.51837 -4.88089 1.03746 0.0 0.2 -1.0
N 0.30229 -3.81787 0.59405 -0.7 -1.5 0.6
H -2.26406 -4.89258 2.31630 0.0 0.0 0.3
N -1.11911 -3.00148 2.03393 -0.2 -1.9 -0.1
H -0.50291 -5.87683 0.67126 0.2 -0.6 -0.3
C 1.20805 -3.74428 -0.60118 -0.6 0.4 0.8
C 2.05003 -4.98888 -0.64574 0.5 -0.2 -0.2
C 0.40594 -3.55731 -1.88272 -0.2 -0.1 -0.4
H 1.43382 -5.86504 -0.87768 0.2 0.0 0.2
H 2.79790 -4.88119 -1.44320 -0.2 -0.1 0.1
H 2.58493 -5.10000 0.30251 -0.1 -0.2 -0.1
H 2.83125 -2.56028 -1.27830 -0.2 0.1 0.1
H 2.48291 -2.22390 0.43575 -0.3 -0.2 -0.1
H -0.17737 -2.62641 -1.81880 0.0 -0.4 0.0
C 2.02786 -2.46332 -0.52813 0.5 0.3 -0.2
H -0.23568 -4.40458 -2.16250 0.0 0.1 0.2
H 1.14562 -3.42758 -2.68547 -0.2 0.0 0.0
H 1.37210 -1.63044 -0.83060 0.5 -0.1 0.5
C -1.42068 -4.37898 1.89378 -0.2 0.8 0.1
C -3.12065 -1.52673 1.84860 -0.4 0.1 -0.6
H -3.90246 -2.27003 1.64346 0.2 -0.1 0.2
H -3.56246 -0.67550 2.38574 -0.3 -0.3 -0.3
C -1.95170 -1.96928 2.71340 0.1 -0.2 -0.5
H -1.92082 0.07117 3.19507 0.8 -0.2 -0.3
C -2.47421 -2.51373 4.01543 0.0 0.4 0.4
H -1.63375 -2.84865 4.63375 -0.3 -0.1 0.1
H -2.73240 -1.14035 0.89286 -0.4 -0.3 0.5
H -0.86887 -0.47205 1.70881 0.0 -0.1 2.2
H -3.20236 -3.31734 3.82417 0.3 0.1 0.3
H -2.98790 -1.67925 4.52128 0.1 -0.5 0.0
C -1.17319 -0.66767 2.82119 0.2 0.3 -0.6
H -0.30175 -0.68591 3.50971 -0.3 0.0 -0.8
C -0.03578 -2.75352 1.29905 0.4 3.5 -0.7
O 2.21019 1.75796 1.05889 -0.2 -1.3 0.5
B 1.18522 0.67522 1.04609 -0.4 -0.2 -2.0
O 1.70014 -0.42895 1.86666 0.5 1.3 0.2
C 2.82159 0.05078 2.46110 -0.4 0.1 0.2
C 3.53391 -0.48051 3.52746 -0.1 0.0 -0.3
C 4.56043 0.30458 4.05598 0.4 0.2 0.0
C 4.84179 1.56183 3.53511 0.4 0.1 0.2
C 4.11506 2.09964 2.47727 0.2 -0.1 -0.1
C 3.11154 1.32833 1.95224 0.2 0.4 0.5
H 3.30464 -1.44908 3.96732 -0.1 0.2 -0.2
H 5.15096 -0.07185 4.88962 -0.1 0.1 -0.1
H 5.64579 2.15960 3.94790 0.0 -0.1 0.2
H 4.27607 3.09409 2.07328 0.1 0.0 0.2

---

no.,E_tot (Eh)
1,-2733.997959
2,-292.288309
3,-487.127215
4,-888.719538
5,-5549.459821
6,-3319.569250
7,-288.578739
8,-2014.705623